# BrClN2O2

A single BrClN2O2 molecule in a non-equilibrium geometry (wB97M-V/def2-TZVPD, OMol25).

Computed properties:
* SMILES: [O-]/[N+](=N\Cl)OBr
* E_LUMO: -0.08802 Eh
* frontier orbital gap: 8.14 eV
* DFT total energy: -89633.0856 eV

Last column: Löwdin charge in e.
Atoms and positions in Å:
1 Br -2.73819 -0.25617 -0.00366  0.725
2 Cl 2.14442 -1.31147 -0.15089  0.640
3 O 0.75200 1.24131 -0.65214  0.064
4 O -1.10017 0.65296 0.38317  -0.553
5 N 0.69654 -0.69018 0.44458  -0.379
6 N 0.24541 0.36356 -0.02106  -0.497

Force components x, y, z for each atom (eV/Å):
1.9 0.1 0.0
0.2 0.9 -0.2
0.1 0.5 -0.6
-0.8 0.6 0.6
-1.5 -1.9 1.0
0.1 -0.2 -0.8